ORCA calculation (ωB97M-V/def2-TZVPD) on 13 unconnected molecules or ions with the total composition C69H161N7O15 at a distorted geometry.

```
252
Properties=species:S:1:pos:R:3:forces:R:3:lowdin_charge:R:1
C -0.34206 -5.20723 -0.64873 -0.215 0.079 0.741 -0.08
O -0.59427 -6.17754 0.36683 -0.128 0.677 -0.537 -0.19
C 0.51735 -6.22385 1.22554 0.711 -0.422 -0.420 -0.26
C 0.07823 -6.99734 2.43424 0.286 -0.572 -0.418 -0.20
N -0.90500 -6.19330 3.11197 -0.017 0.156 0.692 -0.07
C -1.36564 -6.75046 4.37751 -0.465 -0.670 -0.128 -0.19
C -2.36267 -5.85219 5.06662 0.016 0.302 0.375 -0.24
O -3.51679 -5.77138 4.25244 -0.113 0.453 0.165 -0.20
C -4.38463 -4.76733 4.76587 0.510 0.170 -0.217 -0.10
H -1.23832 -5.10165 -1.25566 0.124 -0.147 -0.157 0.09
H 0.54984 -5.47753 -1.23398 -0.261 0.068 -0.050 0.09
H -0.16543 -4.25871 -0.12077 0.102 0.114 -0.438 0.07
H 0.86487 -5.21430 1.52430 -0.194 -0.238 -0.165 0.12
H 1.33224 -6.71529 0.65664 -0.026 0.089 0.498 0.12
H 0.92316 -7.21250 3.08766 0.065 0.074 0.109 0.13
H -0.32206 -7.96092 2.06707 0.056 0.087 0.271 0.13
H -1.67632 -6.08939 2.47414 -0.415 0.250 -0.055 0.11
H -0.48471 -6.92926 5.00206 -0.195 0.021 0.095 0.13
H -1.90409 -7.70398 4.22438 0.391 -0.057 0.030 0.13
H -1.90310 -4.84766 5.21688 -0.374 -0.393 0.017 0.12
H -2.71579 -6.26685 6.03893 0.703 0.192 -0.280 0.13
H -5.28441 -4.78491 4.16083 -0.087 0.115 0.012 0.09
H -3.87425 -3.79224 4.69939 -0.336 -0.114 -0.093 0.07
H -4.62926 -4.91571 5.82601 -0.032 -0.273 -0.112 0.09
C 0.15168 5.09172 -1.27608 0.171 0.272 0.079 -0.10
O -0.29253 6.44232 -1.08765 -0.459 -0.877 0.052 -0.21
C -1.28288 6.54526 -0.04058 1.268 0.537 -0.751 -0.18
C -0.63743 6.26952 1.32587 -0.611 -0.511 0.141 -0.19
N -0.93167 4.89112 1.75884 -0.212 0.228 0.278 -0.06
C -0.25235 4.54714 3.01314 0.380 0.191 0.092 -0.22
C -0.54422 5.40611 4.22015 -0.463 0.618 -0.476 -0.24
O -1.95244 5.35630 4.40923 0.468 -0.079 0.824 -0.19
C -2.26414 5.94036 5.65763 -0.326 -0.120 0.061 -0.11
H 0.83859 4.78392 -0.47926 0.208 0.105 -0.167 0.07
H 0.64205 5.02696 -2.26346 -0.169 0.080 0.498 0.09
H -0.65210 4.35044 -1.21019 -0.210 0.370 -0.202 0.05
H -2.10026 5.84652 -0.28754 0.023 0.237 0.379 0.11
H -1.60179 7.59604 -0.14023 -0.180 -0.494 0.279 0.12
H -0.98941 6.98186 2.09322 0.150 0.023 -0.375 0.11
H 0.44986 6.34087 1.23749 -0.077 0.295 -0.076 0.13
H -1.94633 4.86034 1.91030 0.442 -0.267 0.108 0.12
H 0.83802 4.62466 2.89217 -0.147 -0.340 -0.414 0.13
H -0.51821 3.52002 3.26959 0.156 0.031 -0.051 0.10
H -0.30520 6.48150 4.06882 0.322 -0.498 0.012 0.12
H 0.07218 5.04789 5.07484 -0.629 0.026 -0.180 0.13
H -1.84836 6.94850 5.73500 0.133 0.071 0.019 0.09
H -1.86823 5.32204 6.48186 -0.194 0.213 -0.151 0.09
H -3.34760 6.03032 5.72501 0.023 -0.166 0.094 0.09
C 2.31639 3.10787 -5.09508 0.403 0.463 -0.436 -0.09
C 2.99733 4.03479 -6.08330 -0.424 0.502 -0.896 -0.33
O 2.66819 3.76429 -7.44386 -0.039 -0.350 -0.510 -0.10
H 2.78276 3.37838 -4.15250 -0.203 -0.454 0.518 0.07
H 2.53398 2.07563 -5.39182 -0.126 0.130 0.344 0.06
H 1.23530 3.28308 -5.04234 0.202 -0.100 -0.004 0.08
H 4.08629 3.91931 -6.06551 -0.202 -0.003 0.230 0.12
H 2.76130 5.09737 -5.90318 0.135 -0.288 0.365 0.11
H 1.72771 3.87201 -7.64009 0.239 0.077 0.438 0.08
C -1.75203 -2.73581 2.85967 0.055 -0.048 0.947 -0.07
C -0.22663 -2.89713 2.99346 -0.907 2.123 -0.967 -0.34
O 0.35735 -3.75967 3.89328 0.197 -0.520 0.375 -0.07
H -2.25113 -3.62253 2.45193 0.158 0.094 0.092 0.07
H -1.79789 -1.93344 2.13153 -0.501 0.173 -0.230 0.05
H -2.28310 -2.39805 3.75791 0.162 -0.152 -0.061 0.05
H 0.22383 -1.92887 3.23877 -0.299 0.130 -0.174 0.09
H -0.06812 -3.03410 1.91949 1.380 -0.749 -0.078 0.09
H 0.06586 -4.64039 3.62818 -0.373 -0.852 0.124 0.03
C 5.92086 2.26600 3.63269 0.728 0.364 0.923 -0.08
C 6.48453 3.69166 3.71503 1.073 -0.565 -1.170 -0.34
O 6.36692 4.32015 4.96743 -0.979 -0.578 0.555 -0.06
H 6.40150 1.65210 4.40514 -0.212 0.001 -0.121 0.08
H 6.23406 1.86869 2.66245 -0.260 -0.006 0.044 0.06
H 4.84891 2.21085 3.75662 -0.306 0.013 -0.042 0.04
H 6.02882 4.22654 2.86850 -0.013 0.501 0.391 0.10
H 7.55388 3.55074 3.46003 -0.242 0.369 0.057 0.11
H 6.87604 5.12314 5.09985 0.163 -0.130 -0.640 0.08
C 5.88321 3.51008 -0.71623 -0.329 -0.085 -0.142 -0.09
C 7.20610 3.05716 -0.13930 -0.249 -0.544 0.013 -0.33
O 8.35863 3.49704 -0.83923 -0.264 0.829 0.254 -0.07
H 5.75893 4.59427 -0.72953 0.115 0.058 0.086 0.08
H 5.06653 3.08738 -0.11619 0.144 0.131 -0.074 0.05
H 5.75469 3.14647 -1.73301 0.034 -0.012 -0.151 0.07
H 7.25125 1.96671 -0.21173 -0.016 0.059 0.279 0.11
H 7.22392 3.35439 0.91619 0.314 -0.122 -0.006 0.09
H 8.38280 4.45717 -0.70228 0.257 -0.310 -0.269 0.09
C 2.39199 -2.25455 -5.01644 -0.191 -0.601 0.073 -0.10
C 2.52501 -1.27230 -6.12857 -0.298 1.229 -0.340 -0.35
O 3.60643 -1.61234 -6.96103 0.710 -0.479 0.018 -0.06
H 1.55236 -1.92451 -4.39506 0.112 -0.244 0.092 0.07
H 3.31350 -2.22193 -4.43294 -0.085 -0.135 0.118 0.07
H 2.22577 -3.28241 -5.36352 -0.016 0.217 0.083 0.08
H 2.67036 -0.31172 -5.59892 0.170 0.075 -0.525 0.09
H 1.62597 -1.15315 -6.74907 -0.141 -0.216 0.284 0.11
H 3.72570 -1.02319 -7.71205 -0.319 0.163 0.241 0.09
C -4.46668 -1.61453 0.04393 0.946 -0.124 -0.064 -0.08
C -4.72256 -0.14899 0.19563 0.828 0.388 -0.614 -0.36
O -5.81456 0.14274 1.01107 -0.972 0.290 0.351 -0.06
H -5.27976 -2.06558 -0.50858 -0.197 -0.399 0.059 0.07
H -4.25189 -2.13598 0.99203 -0.271 0.219 -0.367 0.08
H -3.56265 -1.64843 -0.58293 -0.137 -0.468 0.102 0.06
H -4.89413 0.23987 -0.82701 0.210 0.140 0.360 0.11
H -3.83586 0.35234 0.61301 -0.093 -0.063 -0.153 0.11
H -6.45747 0.57131 0.44341 -0.274 0.043 0.282 0.07
C -3.28005 -0.68738 -4.18035 -0.557 1.121 0.280 -0.04
C -3.39435 -1.67446 -5.33980 -0.220 -1.154 1.223 -0.49
C -2.63570 -1.18756 -6.54156 -0.386 1.374 0.252 -0.16
C -2.38863 -2.22554 -7.57171 0.643 -1.437 -0.256 -0.16
C -1.51459 -3.28210 -6.88149 -0.201 -0.666 -0.058 -0.12
C -2.21305 -3.92858 -5.68457 -1.219 -0.566 0.135 -0.54
N -2.66055 -2.86906 -4.78483 -0.687 0.857 -0.951 -0.10
O -3.43083 -3.38696 -3.75981 0.059 -0.586 1.512 -0.05
C -3.34494 -4.94545 -6.10525 1.200 1.158 0.312 -0.01
C -1.22000 -4.76122 -4.90543 0.285 0.664 -0.442 -0.03
C -4.92560 -1.91885 -5.63302 0.517 0.642 0.104 -0.01
H -3.72293 0.30525 -4.40294 0.092 -0.458 -0.157 0.09
H -2.23509 -0.50014 -3.91694 -0.062 -0.222 -0.088 0.07
H -3.80559 -1.05631 -3.28551 0.266 0.004 -0.343 0.08
H -3.21911 -0.32110 -6.85736 0.199 0.114 -0.536 0.13
H -1.65414 -0.82004 -6.21954 -0.125 0.118 0.115 0.13
H -1.93722 -1.85610 -8.48736 0.331 0.274 0.052 0.11
H -3.26095 -2.75648 -7.91752 -0.764 0.079 -0.021 0.10
H -0.57728 -2.85615 -6.52183 0.098 0.169 -0.070 0.11
H -1.26620 -4.14508 -7.50428 0.133 0.294 -0.426 0.12
H -4.06688 -4.46084 -6.74329 -0.432 -0.233 -0.204 0.06
H -2.81129 -5.73637 -6.61461 -0.261 -0.302 -0.350 0.08
H -3.77802 -5.36603 -5.19807 -0.233 -0.047 -0.207 0.08
H -1.69719 -5.22006 -4.03597 0.329 -0.040 -0.164 0.08
H -0.81870 -5.47290 -5.62502 0.227 -0.398 0.394 0.09
H -0.44909 -4.04002 -4.63651 0.317 -0.398 0.484 0.08
H -5.38799 -0.93559 -5.83364 0.255 -0.371 -0.194 0.09
H -5.45655 -2.25936 -4.73781 0.206 -0.156 -0.113 0.08
H -5.13808 -2.59537 -6.46824 0.122 0.189 0.158 0.07
H -4.24659 -3.77253 -4.10567 -0.037 0.028 -0.323 0.08
C 2.90662 -1.80805 5.54828 -1.193 0.724 0.398 -0.02
C 2.11864 -0.52132 5.98414 0.918 -0.090 0.611 -0.48
C 2.75993 0.69495 5.34070 0.535 -0.559 0.226 -0.15
C 1.93393 1.89325 5.65551 0.303 1.539 0.583 -0.19
C 0.59104 1.73758 5.05812 -1.792 -0.566 -0.780 -0.15
C -0.16638 0.52034 5.61289 -0.370 0.688 0.741 -0.50
N 0.75157 -0.58956 5.45714 0.476 -1.612 -0.513 -0.08
O 0.18847 -1.71668 6.08803 -1.109 -1.001 0.492 -0.06
C -0.65574 0.72376 7.06183 -0.274 0.659 -0.302 -0.02
C -1.44858 0.26197 4.76195 1.932 -0.056 0.339 0.00
C 2.22211 -0.48628 7.55646 0.079 0.256 -0.872 -0.02
H 2.43391 -2.64382 6.07268 0.222 -0.134 -0.365 0.08
H 3.94595 -1.75839 5.87278 0.004 0.183 -0.145 0.08
H 2.82739 -1.91208 4.46481 0.082 -0.229 0.052 0.07
H 3.78006 0.78359 5.72756 -0.008 0.063 -0.150 0.13
H 2.79315 0.52032 4.25330 0.136 0.148 0.227 0.11
H 2.42863 2.83236 5.35675 -0.164 -0.240 -0.111 0.12
H 1.75298 1.99131 6.72958 0.485 0.029 0.080 0.10
H 0.65377 1.52803 3.98659 0.115 0.358 -0.193 0.10
H -0.09596 2.57581 5.19904 0.285 0.263 0.027 0.11
H 0.04542 1.17858 7.76445 0.103 -0.274 -0.148 0.07
H -1.51874 1.40094 7.02551 0.062 -0.117 0.045 0.08
H -1.00324 -0.23630 7.41179 -0.033 -0.183 0.410 0.08
H -2.09138 1.14193 4.79667 -0.133 -0.248 -0.065 0.09
H -1.03366 0.08944 3.77534 -0.485 0.016 -0.559 0.07
H -1.89609 -0.65899 5.12053 -0.429 0.146 0.023 0.07
H 3.26231 -0.75994 7.77100 -0.364 -0.104 0.378 0.08
H 1.49051 -1.18329 7.95454 0.302 -0.317 0.139 0.08
H 2.01154 0.47328 8.03587 0.160 -0.022 -0.304 0.06
H 0.22396 -2.50481 5.51109 0.201 0.647 -0.346 0.08
C 7.14462 -2.92031 0.60433 -1.187 -0.110 0.009 0.00
C 5.61060 -3.12147 0.90475 0.337 -0.699 1.915 -0.50
C 4.61642 -2.56367 -0.07573 1.115 0.786 0.067 -0.15
C 4.52844 -3.44185 -1.29464 0.739 -0.263 -0.416 -0.15
C 4.08750 -4.81989 -0.83557 -1.028 -0.628 0.867 -0.14
C 5.05101 -5.48371 0.14196 1.171 -0.339 -0.956 -0.51
N 5.20822 -4.51111 1.21744 -0.638 0.413 -1.264 -0.12
O 6.17144 -4.99672 2.05155 1.585 -1.070 1.896 -0.04
C 4.43287 -6.77170 0.73114 -0.705 0.859 0.284 -0.03
C 6.36639 -5.97198 -0.58856 -0.784 0.249 -0.122 -0.02
C 5.39423 -2.38882 2.25479 -0.224 0.014 -0.245 -0.04
H 7.31607 -1.84500 0.74328 0.268 -0.267 -0.215 0.08
H 7.49227 -3.25490 -0.37706 -0.110 0.115 0.114 0.07
H 7.65783 -3.47569 1.39309 0.180 0.204 -0.292 0.08
H 3.65160 -2.40977 0.40764 -0.028 0.025 0.015 0.11
H 5.14105 -1.60715 -0.20980 -0.914 0.336 -0.861 0.12
H 5.56153 -3.51370 -1.67086 -0.365 0.038 -0.376 0.11
H 3.89158 -3.03050 -2.08135 0.018 -0.078 0.090 0.10
H 3.82833 -5.57365 -1.57407 0.112 0.284 -0.635 0.12
H 3.17158 -4.69732 -0.22546 0.011 0.079 -0.344 0.11
H 3.51525 -6.46770 1.27097 0.313 -0.336 -0.162 0.08
H 4.16857 -7.45957 -0.07490 0.008 0.016 0.113 0.09
H 5.09377 -7.29078 1.43535 -0.006 0.089 -0.265 0.08
H 7.13628 -6.33996 0.08836 -0.085 0.250 0.140 0.08
H 6.04971 -6.82544 -1.19213 0.103 -0.016 -0.093 0.08
H 6.79258 -5.24868 -1.29018 -0.013 0.033 0.286 0.06
H 6.12387 -2.68801 3.01510 -0.069 0.185 -0.259 0.09
H 4.40484 -2.66926 2.61196 -0.095 0.105 0.134 0.08
H 5.41164 -1.30248 2.09837 0.140 -0.135 0.123 0.08
H 5.70310 -5.65581 2.56559 0.074 -0.050 0.470 0.10
C 2.02155 0.06953 1.46491 1.085 -0.011 -0.086 -0.03
C 2.02274 1.24311 0.48334 0.103 1.836 0.408 -0.45
C 2.84225 1.09669 -0.83726 -0.131 0.273 1.419 -0.13
C 2.24056 0.13956 -1.84946 -0.344 -0.165 0.199 -0.17
C 0.80743 0.63654 -2.15162 0.299 0.309 0.545 -0.10
C -0.02860 0.90936 -0.84536 -0.748 -0.751 -0.728 -0.50
N 0.69091 1.74668 0.08011 0.871 0.379 -0.681 -0.10
O -0.11671 1.95293 1.20220 -0.405 -0.468 0.952 -0.04
C -1.32134 1.61324 -1.25121 0.132 -0.395 -1.071 -0.03
C -0.46524 -0.45124 -0.26038 0.539 -0.583 -0.503 -0.02
C 2.62050 2.47097 1.30834 -1.202 -0.986 -0.710 -0.02
H 1.86393 -0.91232 1.03431 -0.238 -0.092 -0.066 0.05
H 1.34154 0.24530 2.30837 0.091 -0.083 -0.324 0.07
H 3.05490 0.04856 1.85199 -0.317 -0.164 0.187 0.08
H 2.87714 2.11241 -1.27842 0.123 -0.408 0.153 0.12
H 3.84619 0.83639 -0.46650 -0.049 -0.117 -0.608 0.11
H 2.15009 -0.86936 -1.43173 0.373 -0.015 -0.062 0.09
H 2.91599 0.10298 -2.72914 -0.657 -0.106 0.228 0.11
H 0.20315 -0.07460 -2.72935 0.314 0.059 -0.084 0.11
H 0.92868 1.55639 -2.73630 -0.379 0.061 0.098 0.11
H -1.98970 1.76894 -0.41082 -0.029 0.121 0.047 0.07
H -1.11166 2.52916 -1.80123 -0.036 0.212 0.250 0.06
H -1.80487 0.95276 -1.98771 -0.169 0.162 0.288 0.07
H -0.85748 -0.41484 0.75879 -0.118 0.291 -0.216 0.08
H -1.19487 -0.89404 -0.96059 0.139 0.036 0.474 0.08
H 0.40502 -1.11485 -0.23848 -0.321 -0.132 -0.003 0.06
H 2.52898 3.34736 0.64793 0.252 -0.071 0.484 0.08
H 3.62491 2.29947 1.68237 0.220 -0.025 -0.220 0.05
H 1.94691 2.55080 2.17328 0.324 0.372 -0.168 0.06
H -0.36998 2.88671 1.21625 0.134 0.334 -0.377 0.06
C -8.97007 6.00290 -2.60629 0.943 -0.408 0.368 -0.03
C -7.65226 5.37854 -3.15613 0.696 -0.107 0.577 -0.49
C -6.69832 6.50486 -3.62981 -0.875 -0.179 -0.173 -0.13
C -5.32382 5.95484 -3.96241 0.391 -0.117 -1.102 -0.18
C -4.71837 5.35814 -2.72233 0.463 -0.164 0.477 -0.15
C -5.58194 4.24503 -2.21792 -0.932 -1.189 0.961 -0.53
N -6.91589 4.82695 -1.98449 -0.592 0.656 -0.107 -0.11
O -7.74221 3.83885 -1.43492 -0.786 -1.193 0.387 -0.06
C -5.60261 2.93513 -3.04782 1.270 0.344 0.045 -0.02
C -5.11220 3.83580 -0.81477 -0.628 0.198 -0.381 -0.03
C -8.00461 4.32728 -4.23494 -0.981 0.738 -0.178 -0.03
H -9.44143 6.64273 -3.34268 -0.010 0.136 -0.207 0.08
H -8.66486 6.59977 -1.73556 -0.347 -0.025 -0.161 0.09
H -9.69285 5.23928 -2.28624 0.306 0.183 -0.144 0.08
H -7.20596 7.01211 -4.46503 0.442 -0.006 0.082 0.13
H -6.59467 7.21106 -2.78971 -0.167 -0.076 -0.318 0.12
H -4.66307 6.71731 -4.37489 -0.092 0.205 0.000 0.11
H -5.39798 5.17901 -4.75633 0.014 0.412 0.409 0.11
H -4.66793 6.11059 -1.91351 -0.006 -0.123 -0.354 0.13
H -3.71079 4.93290 -2.80354 0.019 0.310 -0.495 0.13
H -4.62376 2.45389 -2.83774 -0.559 -0.051 -0.156 0.08
H -6.40873 2.29409 -2.69150 0.069 0.010 -0.156 0.08
H -5.64053 3.07057 -4.13053 -0.214 0.005 0.171 0.06
H -4.10508 3.45278 -0.85838 0.445 -0.019 0.171 0.07
H -5.20715 4.73131 -0.20223 0.253 -0.138 0.372 0.09
H -5.78333 3.05625 -0.44398 0.308 0.087 0.151 0.07
H -8.85035 4.79832 -4.72994 -0.195 -0.090 -0.480 0.07
H -8.43080 3.41568 -3.80887 0.370 0.066 0.150 0.09
H -7.29493 4.08883 -5.02917 0.227 0.114 0.435 0.07
H -7.94916 4.07151 -0.51962 0.279 0.346 -0.290 0.12
```
Forces are in eV/Å.

As for the total energy: -115297.48800 eV. The highest occupied orbital energy is -8.116 eV. Its charge is 0. The calculation puts the HOMO-LUMO gap at 8.476 eV.